1.
# ClH2NO2P

A cluster of 2 separate species, ClH2NO2P in total in a non-equilibrium geometry (wB97M-V/def2-TZVPD, the OMol25 dataset).

Positions of all 7 atoms, in Å:
Cl -1.3106 1.8136 2.0366
P -0.4724 1.3077 0.1158
O -1.5509 1.5415 -0.8894
O 0.5425 -2.3384 -0.2947
N 0.3649 -0.0470 -0.0960
H 1.1058 -2.2127 -1.0813
H 1.3207 -0.0646 0.2090

Summary:
Highest occupied orbital energy (spin up / spin down) = -3.63 / -3.65 eV
Kohn-Sham gap (spin up / spin down) = 6.030 / 6.058 eV
Largest force on an atom = 2.046 eV Å⁻¹
E = -1007.97079 a.u.
Charge = -1

Charges obtained by Löwdin population analysis, quoted in units of e: atom 1 (Cl): 0.02, atom 2 (P): 0.26, atom 3 (O): -0.51, atom 4 (O): -0.43, atom 5 (N): -0.20, atom 6 (H): -0.11, atom 7 (H): -0.03

2.
# ClH2NO2P

The ion ClH2NO2P with charge -1 in a non-equilibrium geometry (wB97M-V/def2-TZVPD, the OMol25 dataset).

Positions of all 7 atoms, in Å:
Cl -2.6586 1.5238 0.7905
P -2.3844 0.7946 -1.0839
O 0.2618 -0.3348 0.7493
O -1.8392 1.8883 -1.9142
N -0.6705 0.1948 -0.4614
H 0.2936 0.5030 1.3826
H -0.2382 -0.2813 -1.2488

Summary:
Highest occupied orbital energy = -3.53 eV
SMILES = [O-]P(Cl)NO
Kohn-Sham gap = 7.520 eV
Largest force on an atom = 3.548 eV Å⁻¹
E = -1007.98934 a.u.
Charge = -1

Charges obtained by Löwdin population analysis, quoted in units of e: atom 1 (Cl): 0.05, atom 2 (P): 0.13, atom 3 (O): -0.28, atom 4 (O): -0.61, atom 5 (N): -0.34, atom 6 (H): 0.08, atom 7 (H): -0.02

> largest force on an atom of number 2 (ClH2NO2P)?

3.548 eV Å⁻¹

Repeat the second record exactly.
# ClH2NO2P

The ion ClH2NO2P with charge -1 in a non-equilibrium geometry (wB97M-V/def2-TZVPD, the OMol25 dataset).

Positions of all 7 atoms, in Å:
Cl -2.6586 1.5238 0.7905
P -2.3844 0.7946 -1.0839
O 0.2618 -0.3348 0.7493
O -1.8392 1.8883 -1.9142
N -0.6705 0.1948 -0.4614
H 0.2936 0.5030 1.3826
H -0.2382 -0.2813 -1.2488

Summary:
Highest occupied orbital energy = -3.53 eV
SMILES = [O-]P(Cl)NO
Kohn-Sham gap = 7.520 eV
Largest force on an atom = 3.548 eV Å⁻¹
E = -1007.98934 a.u.
Charge = -1

Charges obtained by Löwdin population analysis, quoted in units of e: atom 1 (Cl): 0.05, atom 2 (P): 0.13, atom 3 (O): -0.28, atom 4 (O): -0.61, atom 5 (N): -0.34, atom 6 (H): 0.08, atom 7 (H): -0.02

> The lowest largest force on an atom belongs to which entry?

number 1